Entry 1:
# C10H15F12N3NiO10S4

A molecular structure, C10H15F12N3NiO10S4 in a non-equilibrium geometry (the ωB97M-V functional and the def2-TZVPD basis, the Open Molecules 2025 dataset).

Each line ends with the Löwdin spin population.
CARTESIAN COORDINATES (ANGSTROEM)
Ni: 0.03874 0.09842 -0.13138  1.781
C: -0.42303 -3.92041 -0.43577  0.000
F: 0.76875 -3.50270 -0.07859  0.000
F: -0.47373 -4.07456 -1.79915  0.000
F: -0.69366 -5.06635 0.27145  0.000
S: -1.78360 -2.70442 -0.00222  0.000
O: -2.24138 -2.12358 -1.24381  -0.001
O: -2.83172 -3.45643 0.63923  0.000
N: -0.82304 -1.42946 0.92329  0.023
S: -0.88441 -2.09525 2.41961  0.004
O: -0.76647 -3.56394 2.60682  0.009
O: 0.00237 -1.37574 3.26256  0.001
C: -2.68206 -1.55521 2.97828  0.001
F: -3.20973 -2.65849 3.36576  0.000
F: -2.53970 -0.70713 3.96732  0.000
F: -3.37943 -1.06713 2.02918  0.000
C: 3.12459 0.64015 2.68015  0.002
F: 4.14845 0.02423 3.26531  0.001
F: 2.02034 0.12508 3.25222  0.000
F: 3.11402 1.96768 2.78688  0.000
S: 3.16086 0.06339 0.76560  0.004
O: 4.53443 0.26331 0.24677  0.004
O: 2.69744 -1.34037 0.88994  0.003
N: 1.83893 1.04966 0.04105  0.018
S: 2.74514 2.27217 -0.51386  0.002
O: 3.70195 2.80319 0.44490  0.001
O: 3.34199 1.92018 -1.82188  0.002
C: 1.43016 3.68208 -0.89949  0.000
F: 2.16577 4.73667 -1.41377  0.000
F: 0.52594 3.16050 -1.73313  0.000
F: 0.79829 4.21230 0.24745  0.000
C: -0.97625 1.98609 2.24279  0.003
O: -1.05120 1.54634 0.86111  0.038
C: -2.32948 1.76478 0.27068  0.003
C: -2.28631 1.74114 -1.23912  0.005
N: -1.51656 0.50125 -1.49513  0.055
C: -0.95776 0.53408 -2.93562  0.004
C: -0.02066 -0.63129 -3.18591  0.002
O: 0.83076 -0.79136 -2.03257  0.025
C: 1.92014 -1.65693 -2.45514  0.002
H: -1.67081 1.44848 2.88828  0.000
H: -1.28948 3.02513 2.34465  0.001
H: -0.01629 1.86819 2.74546  0.000
H: -2.72778 2.70753 0.64575  0.001
H: -2.96450 0.93324 0.57629  0.000
H: -1.73599 2.59227 -1.64015  0.000
H: -3.29403 1.69600 -1.65211  0.002
H: -2.13781 -0.28846 -1.39265  0.001
H: -0.35451 1.43340 -3.05976  0.000
H: -1.69538 0.71618 -3.71721  0.002
H: 0.63139 -0.40543 -4.02966  0.000
H: -0.61882 -1.52122 -3.38168  0.000
H: 2.59580 -1.70276 -1.60104  0.000
H: 2.66991 -1.20679 -3.10577  0.001
H: 1.56927 -2.66788 -2.66247  0.000

Atoms 1-6, force components in eV/Å:
-0.160 -0.142 -0.429
-0.395 -1.303 0.499
-0.058 0.050 -0.393
0.172 -0.419 1.795
0.408 1.338 -1.986
-0.454 0.897 -0.376

As for the spin multiplicity: 3. For the HOMO energy (spin up / spin down), the calculation gives -10.52 / -10.51 eV. For the energy above the lowest of the compared OMol25 structures with the same formula, charge and spin, the calculation gives 411.4 kJ/mol. The calculation puts the frontier orbital gap (spin up / spin down) at 10.54 / 9.00 eV. For the total energy, the calculation gives -5605.9795 Ha.

Entry 2:
# C8H10N2

A molecular structure, C8H10N2 in a non-equilibrium geometry (the ωB97M-V functional and the def2-TZVPD basis, the Open Molecules 2025 dataset).

Each line ends with the Löwdin spin population.
CARTESIAN COORDINATES (ANGSTROEM)
C: -1.52929 -1.09711 2.40759  0.473
C: -0.66496 -1.88010 1.62311  0.053
C: -1.88675 0.18926 1.97659  0.539
C: -0.06084 -1.34466 0.51474  0.426
C: -1.23754 0.69996 0.81804  0.064
C: -0.32891 -0.05476 0.14103  0.379
C: 0.82522 0.68609 -1.36630  -0.014
C: 2.32266 0.34860 -1.34861  -0.001
N: 0.36345 1.92676 -1.85279  -0.003
N: -0.06982 0.64451 -2.45712  0.012
H: -1.87371 -1.68755 3.29537  0.021
H: -0.29610 -2.86149 1.82568  -0.008
H: -2.49839 0.75903 2.48543  0.041
H: 0.64404 -2.03931 0.06447  0.024
H: -1.48508 1.76705 0.45694  -0.004
H: 2.39901 -0.75549 -0.97810  0.001
H: 2.61287 0.96195 -0.52923  0.000
H: 2.73287 0.70694 -2.22368  -0.001
H: -0.45155 2.40893 -1.51824  0.000
H: 0.48282 0.62140 -3.33494  0.001

Atoms 1-6, force components in eV/Å:
1.890 -6.659 1.455
-0.366 1.266 0.742
1.949 1.270 -3.915
1.397 -4.900 0.803
-0.152 1.799 -0.988
1.558 6.121 -3.710

As for the spin multiplicity: 3. For the HOMO energy (spin up / spin down), the calculation gives -4.74 / -9.17 eV. For the energy above the lowest of the compared OMol25 structures with the same formula, charge and spin, the calculation gives 444.6 kJ/mol. The calculation puts the frontier orbital gap (spin up / spin down) at 5.75 / 6.54 eV. For the total energy, the calculation gives -420.0149 Ha.

Entry 3:
# C36H89N2O12S

11 unconnected molecules or ions with the total composition C36H89N2O12S in a non-equilibrium geometry (the ωB97M-V functional and the def2-TZVPD basis, the Open Molecules 2025 dataset).

Each line ends with the Löwdin charge.
CARTESIAN COORDINATES (ANGSTROEM)
C: 5.93476 -3.51396 -2.19372  -0.147
C: 5.48096 -2.49797 -1.03579  -0.517
S: 4.28539 -1.17293 -1.65369  0.776
C: 4.54659 0.21975 -0.45616  -0.455
C: 3.46896 1.38751 -0.54933  -0.169
C: 1.93050 1.39704 -0.49203  0.085
N: 1.64613 2.81315 -0.59458  -0.097
C: 0.29728 3.45940 -0.55449  -0.153
C: -0.73219 2.94604 -1.67129  -0.155
C: -2.19712 3.52112 -1.24194  -0.194
C: -3.16566 2.37265 -0.61853  -0.201
C: -4.40864 2.21294 -1.63709  -0.210
C: -5.59066 1.38733 -0.90886  -0.182
C: -6.13959 0.29873 -1.96906  -0.147
C: -5.75770 -1.21703 -1.56656  -0.176
O: -6.99956 -1.97511 -1.46124  -0.089
C: -6.88015 -2.96904 -0.43970  -0.402
C: -6.48830 -4.45417 -0.90894  0.004
O: -7.05774 -2.72900 0.77528  0.051
C: 2.81952 3.66161 -0.70371  0.055
N: 3.96377 2.75882 -0.67864  0.110
H: 5.12782 -4.29208 -2.41095  0.072
H: 6.30730 -2.98616 -3.13892  0.065
H: 6.84236 -4.09408 -1.77263  0.079
H: 6.45167 -2.03247 -0.61102  0.091
H: 4.93192 -3.04793 -0.18044  0.078
H: 5.58483 0.72003 -0.57455  0.091
H: 4.52323 -0.23260 0.60551  0.105
H: 1.26048 0.49027 -0.36743  0.150
H: 0.46309 4.58633 -0.76126  0.137
H: -0.09221 3.38572 0.52348  0.142
H: -0.81343 1.81276 -1.77019  0.108
H: -0.46718 3.48620 -2.64839  0.120
H: -2.71718 4.07372 -2.11398  0.117
H: -2.07169 4.31531 -0.39975  0.086
H: -3.52056 2.73641 0.41034  0.110
H: -2.55353 1.41800 -0.48226  0.105
H: -4.02510 1.74098 -2.60404  0.112
H: -4.81996 3.26485 -1.88720  0.108
H: -5.20177 0.90361 0.06567  0.113
H: -6.43014 2.13815 -0.68282  0.098
H: -5.75591 0.53066 -3.03482  0.106
H: -7.28586 0.37296 -2.00982  0.120
H: -5.15243 -1.26793 -0.59120  0.127
H: -5.11381 -1.69961 -2.38289  0.127
H: -6.82291 -4.58842 -2.00312  0.093
H: -7.04185 -5.20198 -0.25215  0.093
H: -5.34829 -4.55653 -0.88946  0.095
H: 2.84127 4.80726 -0.76417  0.169
H: 4.97563 2.98799 -0.70904  0.117
C: 8.09630 -5.91520 1.03178  -0.086
C: 7.72332 -4.45027 1.13968  -0.325
O: 6.35809 -4.31688 1.52035  -0.099
H: 7.46237 -6.41919 0.29752  0.079
H: 9.14123 -6.03120 0.73457  0.078
H: 7.94397 -6.42449 1.98773  0.076
H: 7.85624 -3.95041 0.17775  0.086
H: 8.34668 -3.94176 1.88208  0.111
H: 6.25049 -4.75340 2.37602  0.089
C: 8.72431 -3.46277 -6.85346  -0.093
C: 7.74257 -3.51057 -5.69982  -0.333
O: 8.43181 -3.37798 -4.46126  -0.103
H: 9.46393 -4.26206 -6.76068  0.080
H: 8.20786 -3.56927 -7.81033  0.077
H: 9.27473 -2.51727 -6.85421  0.073
H: 7.21084 -4.46442 -5.68974  0.115
H: 7.00528 -2.70483 -5.78032  0.105
H: 8.89258 -2.52846 -4.47367  0.085
C: 8.38036 5.43987 -1.92176  -0.082
C: 7.42210 4.84516 -0.91049  -0.303
O: 6.50774 3.96144 -1.55961  -0.117
H: 7.83270 5.98512 -2.69468  0.082
H: 9.08245 6.12270 -1.43872  0.084
H: 8.94694 4.65258 -2.42755  0.078
H: 6.84304 5.63245 -0.42337  0.116
H: 7.96302 4.28765 -0.13997  0.114
H: 7.02718 3.26251 -1.98138  0.097
C: -7.43941 3.54458 -4.44310  -0.089
C: -8.42273 3.49026 -3.29083  -0.311
O: -7.73834 3.64755 -2.05288  -0.102
H: -6.68522 2.75942 -4.34094  0.063
H: -7.95175 3.41932 -5.39991  0.077
H: -6.90620 4.50002 -4.45208  0.074
H: -8.93702 2.52711 -3.27232  0.113
H: -9.17392 4.28104 -3.38037  0.110
H: -7.29330 4.50538 -2.07268  0.085
C: -1.92794 6.25506 3.49563  -0.082
C: -2.33834 5.55379 2.21704  -0.324
O: -1.89114 6.29635 1.08775  -0.109
H: -2.34792 7.26319 3.53174  0.076
H: -2.26834 5.69950 4.37251  0.081
H: -0.84009 6.36082 3.54665  0.080
H: -3.42552 5.46962 2.15858  0.119
H: -1.91072 4.54618 2.16804  0.095
H: -0.92796 6.35866 1.14322  0.076
C: -0.08010 9.75074 0.75580  -0.095
C: -1.07151 9.69546 1.90139  -0.323
O: -0.39198 9.84241 3.14268  -0.088
H: 0.66944 8.96069 0.85873  0.068
H: -0.58695 9.63351 -0.20524  0.075
H: 0.45847 10.70282 0.75550  0.074
H: -1.59109 8.73559 1.91088  0.079
H: -1.81829 10.49072 1.81242  0.114
H: 0.05795 10.69771 3.13005  0.084
C: -5.30680 -2.92511 3.19332  -0.098
C: -4.56326 -3.78231 4.19784  -0.316
O: -3.66074 -2.98123 4.95315  -0.102
H: -4.60447 -2.43014 2.51705  0.076
H: -5.99892 -3.52723 2.60313  0.054
H: -5.87082 -2.13652 3.70016  0.081
H: -3.98430 -4.55461 3.68594  0.105
H: -5.25921 -4.27211 4.88668  0.110
H: -4.18125 -2.30669 5.40920  0.073
C: -1.88883 -1.17184 6.93315  -0.103
C: -0.98781 -1.56806 8.08574  -0.322
O: -1.25841 -0.75800 9.22342  -0.088
H: -1.74068 -0.11966 6.67483  0.077
H: -1.68660 -1.78376 6.05129  0.065
H: -2.94158 -1.28768 7.20782  0.067
H: 0.06136 -1.43050 7.81547  0.111
H: -1.13962 -2.61744 8.35753  0.111
H: -2.18508 -0.89138 9.46278  0.082
C: -3.65106 -8.45843 4.34180  -0.095
C: -3.65655 -8.23554 2.84251  -0.329
O: -4.97568 -8.38528 2.33170  -0.088
H: -4.02510 -9.45682 4.58263  0.078
H: -2.64236 -8.35185 4.74825  0.074
H: -4.30968 -7.74205 4.84188  0.068
H: -3.01534 -8.96614 2.34495  0.113
H: -3.29449 -7.23246 2.59374  0.099
H: -5.53451 -7.73008 2.77043  0.078
C: 2.38838 -5.10372 -4.22106  -0.096
C: 1.40323 -5.14893 -3.06982  -0.321
O: 2.08900 -5.01598 -1.83059  -0.093
H: 3.12681 -5.90411 -4.12537  0.078
H: 1.87445 -5.21056 -5.17939  0.075
H: 2.94026 -4.15861 -4.22125  0.065
H: 0.87021 -6.10185 -3.06011  0.115
H: 0.66744 -4.34243 -3.15314  0.106
H: 2.55147 -4.16579 -1.84277  0.059

Atoms 1-6, force components in eV/Å:
0.274 -0.128 0.577
0.545 -0.563 0.728
0.675 0.126 0.189
0.151 0.832 1.304
-2.151 0.925 -0.042
5.757 2.473 -0.378

As for the spin multiplicity: 1. For the HOMO energy, the calculation gives -11.28 eV. The calculation puts the frontier orbital gap at 8.35 eV. For the total energy, the calculation gives -2835.1128 Ha. As for the net charge: +1.

Entry 4:
# C5H6F2

C5H6F2 in the gas phase in a non-equilibrium geometry (the ωB97M-V functional and the def2-TZVPD basis, the Open Molecules 2025 dataset).

Each line ends with the Löwdin charge.
CARTESIAN COORDINATES (ANGSTROEM)
C: -0.70131 -0.23616 -2.96674  0.026
C: -0.50702 -0.05204 -1.66712  -0.184
C: -0.29560 -1.08602 -0.67812  -0.102
C: 0.15787 -0.90487 0.55140  -0.035
C: -0.00935 0.35377 1.26258  -0.422
F: 0.57479 0.23891 2.47654  0.053
F: 0.67125 1.35566 0.62068  0.032
H: -0.82469 -1.22356 -3.42060  0.062
H: -0.74606 0.56046 -3.71939  0.064
H: -0.34067 0.91804 -1.24754  0.088
H: -0.44519 -2.06771 -1.16106  0.120
H: 0.33799 -1.67797 1.31215  0.128
H: -1.06331 0.69147 1.34942  0.169

Atoms 1-6, force components in eV/Å:
-0.242 -0.287 -0.829
0.161 0.819 0.307
0.069 -1.701 -1.691
-1.156 -1.394 0.930
0.387 1.355 -0.280
-0.244 0.137 0.689

The SMILES is C=C/C=C\C(F)F. As for the spin multiplicity: 1. For the HOMO energy, the calculation gives -9.38 eV. For the energy above the lowest of the compared OMol25 structures with the same formula, charge and spin, the calculation gives 22.5 kJ/mol. The calculation puts the frontier orbital gap at 9.70 eV. For the total energy, the calculation gives -393.7932 Ha.

Entry 5:
# C7H10ClNO4S2

C7H10ClNO4S2 in the gas phase in a non-equilibrium geometry (the ωB97M-V functional and the def2-TZVPD basis, the Open Molecules 2025 dataset).

Each line ends with the Löwdin charge.
CARTESIAN COORDINATES (ANGSTROEM)
C: 0.89690 1.43671 -0.44544  -0.371
C: -0.36772 0.69839 -0.00849  -0.160
C: -0.30588 -0.70140 0.16426  -0.505
C: 0.50432 2.88854 -0.68336  -0.367
C: -1.56066 1.41489 -0.15261  -0.923
C: -3.26639 -2.51080 0.32226  -0.076
C: -1.89841 -2.48015 1.04978  -0.120
N: 4.08286 0.72521 -0.93046  -0.167
O: 0.53901 -1.47093 -0.20649  0.092
O: 1.93708 1.22806 0.51608  -0.314
O: 3.75019 -0.04718 1.51159  -0.424
O: -1.36763 -1.05792 0.93373  -0.093
S: -1.28915 3.06289 -0.59547  0.935
S: 3.02150 -0.00070 0.27370  0.919
Cl: -3.17848 1.00532 0.13049  0.757
H: 1.39134 1.05925 -1.33999  0.130
H: 1.02846 3.50800 0.05946  0.101
H: 0.80231 3.21809 -1.69997  0.093
H: -3.85029 -1.75996 0.81016  0.037
H: -3.32355 -2.30709 -0.70829  0.058
H: -3.67542 -3.50167 0.62357  0.090
H: -1.17398 -3.04691 0.56648  0.077
H: -1.98080 -2.66065 2.20000  0.157
H: 5.02912 1.17651 -0.72376  0.091
H: 4.25529 0.12349 -1.66724  -0.016

Atoms 1-6, force components in eV/Å:
-0.172 -1.215 -0.271
-1.453 2.529 -1.804
-1.299 -2.356 1.822
1.012 0.622 -0.277
3.063 -0.576 0.655
0.668 -1.172 3.064

As for the spin multiplicity: 1. For the HOMO energy, the calculation gives -8.80 eV. For the energy above the lowest of the compared OMol25 structures with the same formula, charge and spin, the calculation gives 112.4 kJ/mol. The calculation puts the frontier orbital gap at 8.87 eV. For the total energy, the calculation gives -1884.9446 Ha.